The following is a DFT calculation (wB97M-V/def2-TZVPD) of the ion C5H7N4 with charge +1.

Each line ends with the Mulliken charge.
CARTESIAN COORDINATES (ANGSTROEM)
C (-1.4670, 1.4484, 0.0263)  -0.0975
C (1.8986, -0.8846, -0.9082)  -0.4799
C (0.0973, -0.6410, 0.9545)  -0.9222
C (0.7050, 0.6362, 0.3263)  0.0187
C (-1.1768, -0.9735, 0.3400)  0.2396
N (-0.2728, 1.6679, 0.2622)  -0.2218
N (-1.8347, 0.0851, -0.3205)  0.2892
N (-1.3798, -0.8713, -1.0887)  -0.3753
N (1.4056, 0.2877, -0.8961)  0.1481
H (-2.2170, 2.2305, 0.0313)  0.4281
H (2.2608, -1.2445, -1.8199)  0.2437
H (0.7795, -1.5044, 0.8595)  0.5071
H (-0.0696, -0.4918, 2.0008)  0.3798
H (1.5962, 1.1350, 0.9818)  0.2987
H (-1.7196, -1.8012, 0.8163)  0.4292
H (1.3943, 0.9215, -1.5657)  0.1146

Values from the calculation:
maximum force	5.655	eV/A
LUMO energy (alpha / beta)	-6.80 / -7.95	eV
net charge	+1
frontier orbital gap (alpha / beta)	6.407 / 4.264	eV